[1]
ORCA calculation (ωB97M-V/def2-TZVPD) on 7 unconnected molecules or ions with the total composition C35H76Br2N7O in a non-equilibrium geometry.

Geometry as XYZ:
```
121
Properties=species:S:1:pos:R:3:forces:R:3:mulliken_charge:R:1
C 1.047252 5.177509 -0.897508 0.4251 -0.2805 -0.8135 -0.9050
C 1.702380 4.760626 -2.257624 0.8246 0.2378 1.0581 -0.1748
N 0.910805 5.182150 -3.389405 -1.3745 -0.9673 -4.4714 0.3013
C 0.611336 6.491797 -3.734399 -1.4000 -0.0985 -0.1064 -0.3556
C -0.282165 6.495354 -4.794606 0.4519 -0.6290 1.5248 -0.5446
N -0.527315 5.163482 -5.143661 4.4008 0.9567 3.6360 0.2180
C 0.374961 4.398513 -4.437572 -1.7199 1.7897 1.7480 -0.3700
C -1.235592 4.794794 -6.271412 -0.9072 -1.0065 -2.7434 -0.8557
H 1.474294 4.586795 -0.087076 -0.2107 -0.3047 -0.1166 0.1602
H -0.027434 5.023272 -0.994287 0.0444 -0.0929 0.3354 0.4223
H 1.244091 6.204033 -0.588324 -0.0546 0.1593 -0.4876 0.4822
H 1.903352 3.690409 -2.306094 -0.6672 -0.0172 -0.1105 -0.1763
H 2.696147 5.191699 -2.378873 0.0227 0.3049 0.1332 0.3259
H 0.952522 7.298482 -3.102530 -0.0652 0.0443 -0.2365 0.4258
H -0.822404 7.302708 -5.266524 0.1801 -0.0403 0.0784 0.4686
H 0.469146 3.338664 -4.622676 0.0502 -0.0940 0.5301 0.4654
H -0.756626 5.326123 -7.093831 -0.3861 -0.2422 -0.4138 0.4112
H -2.298251 5.036596 -6.251648 0.1290 0.2219 0.3644 0.3070
H -1.165711 3.720377 -6.441265 0.0875 0.0686 0.0421 0.3076
C 2.250102 0.917353 -1.079592 -0.9118 0.0662 0.8893 -0.4995
C 3.366241 0.593173 -0.054470 -0.1693 0.3216 -1.8743 -0.1198
N 3.924199 1.841442 0.503730 1.5069 2.7450 1.2400 0.4256
C 3.309600 2.676128 1.440509 0.8643 1.2558 -0.2724 -0.4392
C 4.131170 3.801261 1.631770 -0.2715 -0.7560 -0.3499 -0.6966
N 5.279375 3.686263 0.862152 -2.4904 -3.5663 -1.1057 0.1576
C 5.085226 2.473828 0.185197 0.7295 1.1070 -0.1782 -0.2394
C 6.357078 4.679206 0.742850 0.8636 -0.2333 -0.2438 -0.7582
H 1.321610 1.224619 -0.598346 0.1221 0.5019 0.4155 -0.0810
H 1.841772 0.057097 -1.610002 0.7658 -0.2502 -0.2407 0.3167
H 2.512778 1.706341 -1.784282 0.2499 -0.2735 -0.0347 0.2529
H 4.158431 0.153052 -0.660144 0.2699 -0.1808 0.4727 0.3936
H 3.025219 -0.097171 0.717039 0.1592 0.4008 0.2364 -0.2080
H 2.330466 2.401752 1.804381 0.0915 0.0896 0.4624 0.5542
H 4.078017 4.741115 2.161164 -0.6890 -0.4131 0.4769 0.4307
H 5.734669 2.194381 -0.631218 0.0868 -0.3562 0.2490 0.4045
H 6.522634 5.004666 -0.284162 -0.5912 0.0707 -0.0198 0.3434
H 7.328508 4.271219 1.022116 -0.2350 -0.3711 0.3189 0.3583
H 6.186981 5.533194 1.398499 -0.3855 -0.1952 -0.1402 0.2805
C -2.526184 -0.814144 5.404595 -0.3339 -0.6943 -1.0781 -1.0980
C -2.566110 -2.353786 5.263137 1.4381 0.2205 0.2813 -0.5822
C -1.124404 -2.955757 5.541808 -0.2126 -1.2848 -0.4318 -0.3635
C -0.320089 -3.219881 4.266847 0.9990 1.0760 -0.8211 -0.8136
N 1.143814 -3.769046 4.421084 -1.6490 -0.8114 -0.7991 0.4618
C 1.901540 -2.946267 5.430290 0.9780 0.3996 -1.0577 -0.5758
C 3.363878 -3.025594 4.932085 -0.8457 0.8136 0.1080 -0.8412
C 3.274354 -2.972799 3.380468 -0.5939 1.0846 0.3610 -0.0468
C 1.947464 -3.661445 3.029583 0.4659 -0.5589 1.2083 -0.4077
C 1.035594 -5.208730 4.796057 0.3751 -0.0499 0.5200 -1.0376
H -3.400293 -0.349981 4.947868 -0.3617 -0.0553 0.3029 0.3667
H -1.713202 -0.463889 4.768607 0.4552 0.2955 0.4348 0.1748
H -2.439124 -0.477311 6.437580 0.1814 -0.0648 -0.1759 0.3759
H -2.830506 -2.693820 4.261847 -0.1384 0.3139 -0.2903 0.2652
H -3.317029 -2.821148 5.900157 0.2556 0.0867 0.2627 0.4285
H -1.279322 -3.951445 5.957414 0.0440 0.1200 0.6643 0.3070
H -0.470569 -2.354351 6.173409 -0.5924 0.1159 0.3648 0.3596
H -0.105179 -2.263841 3.789469 -0.2759 0.2202 -0.2619 0.0940
H -0.820698 -3.880952 3.559398 0.0065 -0.1014 0.0977 0.4851
H 1.754306 -3.163048 6.488326 -0.1765 -0.8512 -0.2861 0.2950
H 1.518373 -1.933341 5.306802 0.2566 0.1892 -0.2731 0.3522
H 3.877777 -3.930556 5.256202 -0.0983 0.0016 0.0600 0.3566
H 3.842122 -2.161424 5.393147 0.4418 -0.1017 -0.3153 0.4226
H 4.173553 -3.410760 2.947192 -0.3571 -0.3584 -0.1536 0.4312
H 3.155059 -1.984791 2.935816 0.4549 0.4650 0.7394 -0.1775
H 2.297906 -4.616373 2.637919 -1.1298 -0.6197 0.4621 0.2716
H 1.291347 -3.193161 2.295884 0.1923 0.2884 0.3119 0.2458
H 2.054264 -5.591733 4.857055 -0.2060 -0.2579 0.1106 0.4215
H 0.437094 -5.783982 4.089662 0.2547 0.2887 -0.3002 0.3391
H 0.525500 -5.296610 5.755320 0.2621 0.1132 0.0754 0.3851
C -0.871936 4.111844 2.045661 0.5586 -0.3258 0.9949 -1.5993
C -1.126341 3.084616 0.981461 -1.2189 0.7556 -1.1555 0.1700
C -1.804327 1.818696 1.408362 -0.1530 -1.9555 0.4269 -0.2143
C -2.160815 0.910337 0.193736 -0.7938 1.6342 -0.3538 -0.8292
N -2.983608 -0.321602 0.485055 1.0347 0.0937 1.7733 0.8845
C -3.252103 -1.119407 -0.770993 -0.3490 0.0869 -0.8185 0.1051
C -4.767327 -1.225362 -0.909980 -0.7044 -0.6155 0.3792 -0.7460
C -5.343192 -0.021748 -0.124030 0.9543 -1.0413 -0.8268 -0.7211
C -4.362598 -0.018117 1.057137 -1.3072 0.9381 -0.2869 -0.6316
C -2.235047 -1.092884 1.565566 -0.8213 -0.9316 -0.8299 -1.7548
H -1.756887 4.180233 2.678343 -0.0107 0.1637 0.0622 0.4838
H -0.675482 5.103064 1.637033 0.0328 -0.0864 -0.0676 0.3745
H -0.048018 3.818810 2.696348 0.0964 0.1008 0.1292 0.2448
H -0.299702 2.910666 0.292626 0.1691 -0.0906 0.1391 -0.3048
H -1.913841 3.580101 0.413634 0.0835 0.0402 -0.8546 0.3152
H -2.666476 2.049125 2.034224 -0.3154 0.2077 -0.2699 0.2952
H -1.191959 1.216300 2.079345 0.5051 0.0971 0.0412 -0.0144
H -1.259324 0.689792 -0.377916 0.0203 -0.7325 0.2294 0.2935
H -2.766357 1.408318 -0.563520 -0.0287 0.5761 0.1210 0.6108
H -2.789108 -2.106054 -0.754955 0.2394 0.1911 0.3563 0.0931
H -2.862484 -0.567756 -1.626550 0.3287 0.1757 0.1982 -0.1322
H -5.132021 -2.151222 -0.465128 0.1112 -0.0727 0.3991 0.3865
H -5.112308 -1.342048 -1.937347 0.2598 0.5435 -0.1404 0.3969
H -6.376223 -0.213740 0.165939 0.1590 0.2278 0.1334 0.4409
H -5.290323 0.833671 -0.797500 -0.0036 0.3767 0.4814 0.3114
H -4.686058 -0.789495 1.756040 0.4816 -0.3717 -0.1796 0.4799
H -4.419180 0.900970 1.640386 0.6402 0.0832 -0.2406 0.2635
H -1.167805 -1.206669 1.375434 -0.0803 0.3888 -0.2795 0.4095
H -2.723634 -2.061215 1.457348 0.2408 -0.2488 0.8185 0.7565
H -2.389315 -0.636181 2.543181 -0.0693 -0.0530 -0.2168 0.4337
C 0.414320 -5.270244 -3.753016 -1.9391 0.6237 -0.6631 -0.8504
N -0.408060 -4.300602 -4.603938 -1.1503 0.6414 -0.0691 0.0423
C 0.627523 -3.563872 -5.460285 -0.4946 0.0214 -1.0346 -0.8847
C -1.494473 -5.047246 -5.484636 2.0806 0.0965 0.9050 -0.8579
C -1.200244 -3.294724 -3.682438 0.5743 -0.6115 -0.2232 -0.5709
C -2.129083 -2.317401 -4.399800 -1.2383 -0.9277 1.8902 -0.1372
O -1.474607 -1.356705 -5.051612 1.1699 0.7115 -2.3792 -0.3299
H 0.730523 -4.652796 -2.912255 1.0611 -0.3276 -0.3599 0.3320
H 1.070215 -5.693497 -4.513770 0.6384 -0.1310 1.0090 0.3947
H -0.245287 -6.024690 -3.324249 -0.0386 -0.0902 -0.2400 0.3430
H 1.228416 -4.203816 -6.106432 -0.0981 -0.9658 0.6434 0.4110
H 1.331437 -2.995356 -4.852504 -0.5009 0.0821 0.1690 0.4102
H 0.164937 -2.975468 -6.252678 -0.4703 0.5831 0.7833 0.3541
H -2.173407 -5.587245 -4.824679 -0.1170 0.5122 0.1144 0.3454
H -0.920457 -5.823982 -5.989907 -0.1499 0.2470 -0.4797 0.4119
H -1.965024 -4.316489 -6.142425 0.1246 -0.3363 0.0929 0.3660
H -0.489322 -2.719141 -3.089657 0.4853 0.1404 -0.4855 0.3655
H -1.710799 -3.858238 -2.901484 -0.3072 -0.6121 -0.4673 0.5003
H -2.715086 -1.855552 -3.605200 -0.1569 -0.1010 0.6360 -0.1440
H -2.932678 -2.772626 -4.978679 0.3481 -0.3618 -0.4708 0.3671
H -1.295963 -0.609888 -4.475463 0.2134 0.9022 0.4284 -0.0465
Br 1.240376 0.414668 3.491317 -0.0853 -0.3508 -0.4386 -0.6414
Br -0.915557 1.289529 -3.198053 0.1040 -0.1570 0.1031 -0.6672
```
Forces are in eV/Å.

Properties
charge	+3
HOMO level	-13.64	eV
orbital gap	7.608	eV

[2]
ORCA calculation (ωB97M-V/def2-TZVPD) on a gas-phase ion, C3H5N2O3 (charge -1) in a non-equilibrium geometry.

Geometry as XYZ:
```
13
Properties=species:S:1:pos:R:3:forces:R:3:mulliken_charge:R:1
N -1.187698 -0.953973 2.269899 4.3337 1.5204 3.0516 -0.5789
C -0.498024 -0.039627 1.365937 -1.2135 -0.4917 0.7736 -0.4079
C -0.730713 -0.608960 -0.099876 -1.3995 -0.7689 -0.7593 0.5545
O -1.663905 -1.485028 -0.278927 2.7718 2.5329 0.3324 -0.7403
N 0.029477 -0.064048 -1.077284 -0.5186 -0.0354 0.1946 -0.1015
C 1.194345 0.934825 -0.848368 1.0448 -1.8427 -4.1697 0.4548
O 1.052455 1.805230 -0.017037 0.3042 -0.0224 0.4114 -0.6034
O 2.050819 0.646751 -1.785105 -1.4660 1.3421 2.7199 -0.7589
H -0.606839 -1.710534 2.641717 -0.4742 0.4486 -0.6235 0.1937
H -2.003683 -1.250478 1.950576 -4.1050 -1.8441 -1.9025 0.2326
H 0.534700 -0.026365 1.818731 -0.8637 0.6343 -1.4127 0.3035
H -1.051628 0.974744 1.478008 1.4615 -1.4625 -0.5491 0.1631
H -0.073604 -0.314276 -2.094947 0.1245 -0.0106 1.9333 0.2888
```
Forces are in eV/Å.

Properties
charge	-1
SMILES string	NCC(=O)NC(=O)[O-]
HOMO level	-4.84	eV
orbital gap	8.877	eV
energy relative to the best compared isomer or geometry (same formula, charge and spin)	115.5	kJ/mol